(1)
{"formula": "HNO2", "method": "ωB97M-V with the def2-TZVPD basis set", "spin_multiplicity": 1, "total_charge": 0, "energy_ha": -205.60116, "gap_ev": [10.44, 10.42], "e_homo_ev": [-11.246, -9.717], "de_lowest_ev": 3.862, "lumo_energy_ev": [-0.8, 0.7], "max_force_ev_per_a": 4.498, "symbols": ["N", "O", "O", "H"], "positions_angstrom": [[2.45, 0.09, -0.01], [2.87, -0.97, 0.00], [2.79, 1.20, 0.00], [-0.47, -0.60, -0.01]], "nbo_charge": [0.53, -0.25, -0.28, 0.00]}

(2)
{"formula": "C7H10O2", "method": "ωB97M-V with the def2-TZVPD basis set", "spin_multiplicity": 1, "total_charge": 0, "energy_ha": -423.06247, "gap_ev": 10.18, "e_homo_ev": -9.110, "de_lowest_ev": 3.740, "lumo_energy_ev": 1.1, "max_force_ev_per_a": 3.292, "symbols": ["C", "C", "C", "C", "C", "C", "C", "H", "H", "H", "H", "H", "H", "H", "H", "H", "H", "O", "O"], "positions_angstrom": [[1.30, 0.64, 1.99], [0.41, -0.73, 0.87], [-0.86, -1.16, 0.31], [-0.68, -0.70, -1.19], [-1.19, 0.63, -1.69], [0.33, 0.42, -1.59], [0.57, 0.74, 0.72], [1.08, 1.41, 2.71], [2.45, 0.57, 1.93], [1.23, -1.23, 0.34], [-1.20, -2.24, 0.55], [-1.72, -0.64, 0.90], [-0.66, -1.51, -1.90], [-1.42, 0.64, -2.84], [-1.71, 1.27, -1.01], [0.78, 0.39, -2.60], [-0.49, 1.10, 0.84], [0.72, -0.73, 2.25], [1.07, 1.11, -0.58]], "nbo_charge": [-0.08, 0.07, -0.42, -0.26, -0.46, 0.09, 0.04, 0.19, 0.19, 0.17, 0.23, 0.21, 0.23, 0.22, 0.23, 0.21, 0.16, -0.51, -0.50]}

(3)
{"formula": "C5H11N2", "method": "ωB97M-V with the def2-TZVPD basis set", "spin_multiplicity": 1, "total_charge": 1, "energy_ha": -306.25076, "gap_ev": 8.72, "e_homo_ev": -13.472, "de_lowest_ev": 3.611, "lumo_energy_ev": -4.7, "max_force_ev_per_a": 6.174, "symbols": ["C", "N", "C", "C", "C", "C", "N", "H", "H", "H", "H", "H", "H", "H", "H", "H", "H", "H"], "positions_angstrom": [[2.59, 0.59, -0.41], [1.43, 0.18, -0.15], [1.36, -0.83, 0.81], [0.09, -1.26, 0.99], [-1.00, -0.18, 0.90], [-1.82, 0.05, -0.25], [-1.13, 0.72, -1.30], [3.47, 0.48, 0.29], [2.64, 1.02, -1.42], [0.67, 0.39, -0.79], [2.23, -1.02, 1.40], [-0.27, -2.28, 1.08], [-1.59, -0.76, 1.59], [-0.71, 0.67, 1.53], [-2.51, 0.93, 0.01], [-2.62, -0.70, -0.68], [-1.38, 1.72, -1.40], [-1.46, 0.30, -2.20]], "nbo_charge": [0.07, -0.43, -0.08, -0.08, -0.50, -0.26, -0.88, 0.24, 0.22, 0.48, 0.24, 0.24, 0.27, 0.24, 0.22, 0.24, 0.39, 0.39]}

(4)
{"formula": "C2H8N2O", "method": "ωB97M-V with the def2-TZVPD basis set", "spin_multiplicity": 1, "total_charge": 0, "energy_ha": -265.74321, "gap_ev": 10.38, "e_homo_ev": -9.602, "de_lowest_ev": 1.087, "lumo_energy_ev": 0.8, "max_force_ev_per_a": 0.813, "symbols": ["C", "N", "C", "N", "H", "H", "H", "H", "H", "H", "O", "H", "H"], "positions_angstrom": [[-0.34, -1.35, 0.67], [-0.08, 0.01, 0.30], [1.07, 0.36, -0.07], [2.18, -0.44, -0.18], [0.07, -1.56, 1.66], [0.14, -2.11, 0.04], [-1.41, -1.54, 0.71], [1.23, 1.42, -0.23], [2.01, -1.43, -0.25], [2.93, -0.14, -0.78], [-2.40, 1.54, -0.61], [-1.59, 1.09, -0.30], [-3.10, 1.16, -0.06]], "nbo_charge": [-0.45, -0.53, 0.29, -0.82, 0.20, 0.16, 0.21, 0.18, 0.38, 0.39, -0.97, 0.49, 0.46]}